Record 1
{
  "formula": "CH7BrN3",
  "method": "wB97M-V/def2-TZVPD",
  "symbols": ["Br", "N", "N", "N", "C", "H", "H", "H", "H", "H", "H", "H"],
  "coordinates": [[-1.8325, 0.2781, -0.1945], [-1.9988, -0.5495, -1.8045], [1.2083, 1.6499, -1.1375], [1.1014, -0.7367, 1.8028], [1.1727, 0.8435, -0.3429], [-2.2915, -1.4658, -1.4553], [1.1397, 2.5688, -1.5796], [-2.8292, -0.0045, -2.2158], [1.6936, 0.0094, 2.1908], [0.7629, -0.1510, 0.8468], [0.3306, -0.8849, 2.3742], [1.5428, -1.5571, 1.5155]],
  "lowdin_charge": [0.62, -0.47, 0.18, 0.22, -0.06, -0.01, 0.14, 0.04, 0.14, -0.01, 0.09, 0.11],
  "homo_ev": -12.9,
  "energy_ev": -75654.16432,
  "total_charge": 1
}

***

Record 2
{
  "formula": "CH7BrOSi2",
  "method": "wB97M-V/def2-TZVPD",
  "symbols": ["Br", "Si", "Si", "O", "C", "H", "H", "H", "H", "H", "H", "H"],
  "coordinates": [[-2.4928, -0.3580, -0.2192], [-0.5807, 0.4614, 0.5762], [1.0628, -2.1413, 0.0265], [0.5186, -0.6760, 0.3991], [-0.3953, 2.0120, -0.4444], [-1.0609, 2.8535, 0.0066], [-0.0054, -2.3935, -0.9808], [0.6654, 2.4068, -0.3699], [-0.6176, 1.9828, -1.5436], [1.0607, -3.0238, 1.2498], [2.2898, -1.6546, -0.6932], [-0.4447, 0.5307, 1.9930]],
  "lowdin_charge": [0.33, 0.01, 0.53, -0.57, -0.27, 0.06, -0.06, 0.04, 0.04, -0.05, -0.04, -0.02],
  "homo_ev": -10.3,
  "energy_ev": -88998.32088,
  "total_charge": 0
}

***

Record 3
{
  "formula": "CH7ClOSi2",
  "method": "wB97M-V/def2-TZVPD",
  "symbols": ["Cl", "Si", "Si", "O", "C", "H", "H", "H", "H", "H", "H", "H"],
  "coordinates": [[-2.6621, 0.9148, 1.1893], [-1.4602, 0.6488, -0.3453], [1.1327, -2.0251, 0.5252], [-0.3468, -1.6599, 0.0885], [-0.0200, 1.8583, -0.4821], [1.9877, -0.7622, 0.2750], [1.1077, -2.3729, 2.0298], [-2.2889, 0.1977, -1.4112], [0.1904, 2.2552, -1.5186], [0.9435, 1.3453, -0.0620], [-0.2068, 2.8031, 0.1494], [1.6228, -3.2030, -0.4380]],
  "lowdin_charge": [0.38, 0.38, 0.29, -0.62, -0.26, -0.10, -0.08, -0.06, 0.04, 0.04, 0.05, -0.06],
  "homo_ev": -9.1,
  "energy_ev": -31475.26608,
  "total_charge": 0
}

***

Record 4
{
  "formula": "CH7IN3",
  "method": "wB97M-V/def2-TZVPD",
  "symbols": ["I", "N", "N", "N", "C", "H", "H", "H", "H", "H", "H", "H"],
  "coordinates": [[2.6102, 0.3177, 0.0761], [-0.5427, 0.5405, 1.1894], [-0.4989, 0.8251, -1.1577], [0.0841, -1.1982, -0.1078], [0.0200, 0.2743, -0.0013], [1.2030, -1.4709, -0.2343], [-0.5295, -1.5346, -0.9539], [-0.0492, 0.4489, -1.9799], [-0.6558, 1.8906, -1.0416], [-0.7307, 1.5079, 1.3252], [-0.5587, 0.0428, 2.0320], [-0.3517, -1.6442, 0.8537]],
  "lowdin_charge": [0.47, 0.14, 0.12, 0.06, -0.78, 0.03, 0.20, 0.11, 0.18, 0.12, 0.11, 0.23],
  "homo_ev": -13.2,
  "energy_ev": -13713.35825,
  "total_charge": 1
}

***

Record 5
{
  "formula": "CH7N2",
  "method": "wB97M-V/def2-TZVPD",
  "symbols": ["N", "N", "C", "H", "H", "H", "H", "H", "H", "H"],
  "coordinates": [[-1.1531, 1.2038, 0.4461], [0.8071, -0.6485, 0.2289], [1.1256, -1.2692, -0.8317], [-0.3325, 0.4622, 0.4297], [0.4368, -1.2440, -1.6684], [2.0536, -1.7870, -1.0540], [-0.8859, 2.0187, 0.9898], [-1.4548, 1.3846, -0.5065], [-1.9649, 0.8171, 0.9409], [1.3683, -0.9376, 1.0253]],
  "lowdin_charge": [0.25, 0.01, -0.01, 0.06, 0.08, 0.09, 0.14, 0.14, 0.15, 0.09],
  "homo_ev": -15.5,
  "energy_ev": -4123.68713,
  "total_charge": 1
}

***

Record 6
{
  "formula": "CH7N2",
  "method": "wB97M-V/def2-TZVPD",
  "symbols": ["N", "N", "C", "H", "H", "H", "H", "H", "H", "H"],
  "coordinates": [[0.7565, 0.3433, -0.4591], [-1.0376, -0.2873, 1.6211], [0.5695, -0.0065, -1.6571], [1.2323, 0.2499, -2.4881], [-0.2792, -0.6153, -1.9576], [-1.5463, 0.5682, 1.8672], [-0.6042, -0.6323, 2.4878], [-1.6977, -1.0478, 1.4341], [-0.3873, 0.1283, 0.8832], [1.4615, 1.0721, -0.3349]],
  "lowdin_charge": [0.00, 0.27, -0.05, 0.09, 0.08, 0.15, 0.15, 0.15, 0.08, 0.08],
  "homo_ev": -15.2,
  "energy_ev": -4123.50222,
  "total_charge": 1
}

***

Record 7
{
  "formula": "CH7N2",
  "method": "wB97M-V/def2-TZVPD",
  "symbols": ["N", "N", "C", "H", "H", "H", "H", "H", "H", "H"],
  "coordinates": [[0.8725, -0.4001, -0.6916], [-1.2666, 0.2322, 0.4614], [0.3412, 0.6547, 0.2481], [-1.9240, 0.9812, 0.3136], [-1.2395, 0.1328, 1.4242], [0.8108, 0.3927, 1.1765], [0.3820, 1.5643, -0.2511], [1.8529, -0.1858, -1.0788], [0.1261, -0.4248, -1.3195], [0.8452, -1.2838, -0.2561]],
  "lowdin_charge": [0.19, 0.07, -0.06, 0.07, 0.02, 0.12, 0.10, 0.22, 0.13, 0.14],
  "homo_ev": -15.5,
  "energy_ev": -4122.75294,
  "total_charge": 1
}

***

Record 8
{
  "formula": "CH7N2O",
  "method": "wB97M-V/def2-TZVPD",
  "symbols": ["O", "N", "N", "C", "H", "H", "H", "H", "H", "H", "H"],
  "coordinates": [[-0.1921, -1.3603, -1.3763], [1.6534, 1.9830, -0.1947], [-0.7816, -0.7048, 0.9179], [-1.1364, -1.1713, -0.4623], [2.2228, 1.2116, 0.1261], [0.0324, -1.2775, 1.1348], [-2.0575, -0.6209, -0.7330], [-0.4280, 0.2524, 0.9897], [-1.5201, -2.2002, -0.1260], [1.0580, 1.4933, -0.8509], [1.1491, 2.3948, 0.5748]],
  "lowdin_charge": [-0.37, 0.00, -0.07, -0.68, 0.00, 0.02, 0.06, 0.00, 0.06, 0.00, -0.01],
  "homo_ev": -2.3,
  "energy_ev": -6177.77301,
  "total_charge": -1
}

***

Record 9
{
  "formula": "CH7N2O",
  "method": "wB97M-V/def2-TZVPD",
  "symbols": ["O", "N", "N", "C", "H", "H", "H", "H", "H", "H", "H"],
  "coordinates": [[0.9356, 2.3118, 0.0267], [-1.1737, -0.6980, 0.7407], [0.8406, -0.3064, -0.6652], [-0.3792, -1.0403, -0.4602], [-1.1216, 0.3163, 0.8364], [1.4695, -0.4687, 0.1153], [-1.0244, -0.9105, -1.3348], [-0.2036, -2.1289, -0.4254], [0.6116, 0.7085, -0.5299], [0.6983, 3.2376, 0.1453], [-0.6532, -1.0214, 1.5511]],
  "lowdin_charge": [-0.58, -0.03, -0.04, -0.42, 0.04, 0.04, 0.08, 0.08, -0.02, -0.19, 0.04],
  "homo_ev": -2.9,
  "energy_ev": -6178.00944,
  "total_charge": -1
}

***

Record 10
{
  "formula": "CH7N3",
  "method": "wB97M-V/def2-TZVPD",
  "symbols": ["N", "N", "N", "C", "H", "H", "H", "H", "H", "H", "H"],
  "coordinates": [[0.6153, 0.6384, -0.7555], [1.6139, -1.0606, 0.5069], [-2.2220, 0.0791, 0.5098], [1.6848, -0.2566, -0.4630], [-2.3946, -0.3936, 1.3868], [0.9657, 1.5478, -0.8699], [2.5834, -1.1921, 0.9148], [-2.2771, -0.5882, -0.2845], [-0.3159, 0.5368, -0.2629], [-2.8922, 0.8688, 0.3966], [2.6385, -0.1798, -1.0793]],
  "lowdin_charge": [0.03, 0.01, -0.01, -0.39, 0.01, 0.04, 0.06, 0.04, 0.05, 0.04, 0.12],
  "homo_ev": -8.6,
  "energy_ev": -5620.04815,
  "total_charge": 0
}